Formula: C20H32IrN5O5S3
Source: the OMol25 dataset
Level of theory: wB97M-V/def2-TZVPD

Calculated total energy in eV: -74287.533
⟨S²⟩: 0.769
ΔE to the lowest compared entry with this formula, charge and spin in kcal per mole: 0.0
LUMO level (alpha / beta) in eV: -2.9 / -4.7
2S+1: 2
Charge: +1
HOMO energy (alpha / beta) in eV: -10.69 / -11.48

XYZ file:
```
66
Properties=species:S:1:pos:R:3:lowdin_spin:R:1
Ir -0.475 0.189 -0.641 0.121
C -2.458 2.283 -3.792 0.005
C -2.217 1.330 -2.667 0.040
O -1.008 1.045 -2.423 0.057
C -3.355 0.805 -1.982 0.115
C -3.345 -0.350 -1.234 0.002
C -4.580 -1.125 -0.921 -0.003
N -2.136 -0.856 -0.872 0.287
N -1.996 -2.186 -0.864 0.162
C -0.723 -2.514 -1.087 0.066
O 0.173 -1.616 -1.320 0.080
C -0.346 -3.933 -1.113 0.002
C -1.311 -4.925 -0.939 0.012
C -0.936 -6.257 -0.945 -0.001
C 0.398 -6.603 -1.125 0.013
C 1.360 -5.617 -1.299 0.000
C 0.991 -4.283 -1.292 0.009
H -1.538 2.462 -4.341 0.000
H -2.812 3.225 -3.366 0.002
H -3.234 1.913 -4.460 0.001
H -4.313 1.211 -2.276 0.006
H -5.465 -0.540 -1.154 0.000
H -4.583 -1.407 0.131 -0.003
H -4.592 -2.044 -1.508 -0.001
H -2.347 -4.645 -0.806 0.000
H -1.682 -7.028 -0.812 0.000
H 0.688 -7.645 -1.131 0.001
H 2.397 -5.890 -1.438 0.000
H 1.731 -3.506 -1.422 0.001
C 4.246 1.407 0.424 0.000
C 3.354 2.474 -0.202 0.000
C 3.507 3.795 0.545 0.000
C 3.695 2.668 -1.680 0.000
N 1.934 2.091 0.000 0.001
N 1.557 0.867 -0.636 0.000
H 5.277 1.759 0.455 0.000
H 4.245 0.478 -0.150 0.000
H 3.930 1.189 1.446 0.000
H 4.525 4.169 0.442 0.000
H 3.296 3.664 1.607 0.000
H 2.830 4.553 0.145 0.000
H 4.728 2.999 -1.785 0.000
H 3.053 3.427 -2.134 0.000
H 3.608 1.744 -2.257 0.000
H 1.324 2.805 -0.389 0.000
H 1.997 0.107 -0.120 0.000
H 1.889 0.814 -1.601 0.000
C -1.109 -2.612 2.442 0.004
S -0.901 -0.858 2.336 0.001
O -2.189 -0.281 2.026 0.003
O -0.251 -0.450 3.551 0.000
O 0.080 -0.665 1.165 0.006
H -1.973 -2.774 3.082 0.000
H -0.219 -3.046 2.890 0.000
H -1.291 -3.023 1.454 0.002
S -1.277 2.334 0.091 0.011
C -0.908 2.609 1.752 0.002
N 0.231 2.314 2.311 0.000
C 0.423 2.667 3.716 0.000
C -0.818 3.467 4.153 0.000
S -2.012 3.419 2.774 0.000
H 0.949 1.856 1.753 0.000
H 1.331 3.262 3.808 0.000
H 0.528 1.752 4.293 0.000
H -0.585 4.505 4.371 0.000
H -1.290 3.016 5.022 0.000
```

=====

Formula: C2H5O2S
Source: the OMol25 dataset
Level of theory: wB97M-V/def2-TZVPD

Calculated total energy in eV: -17086.812
ΔE to the lowest compared entry with this formula, charge and spin in kcal per mole: 7.6
LUMO level in eV: 3.9
2S+1: 1
Charge: -1
HOMO energy in eV: -3.76

XYZ file:
```
10
Properties=species:S:1:pos:R:3:mulliken_charge:R:1
O -1.370 0.618 2.568 -0.600
C -0.772 0.000 1.711 0.249
O 0.337 0.375 1.161 -0.528
H -1.159 -0.954 1.300 0.243
H 0.573 -0.282 0.152 0.209
C 0.217 0.737 -1.954 -0.749
S 0.721 -0.926 -1.348 -0.551
H 0.354 1.498 -1.191 0.265
H 0.795 1.022 -2.836 0.252
H -0.839 0.728 -2.234 0.210
```

=====

Formula: C20H13Cl5OPPdS
Source: the OMol25 dataset
Level of theory: wB97M-V/def2-TZVPD

Calculated total energy in eV: -109197.348
⟨S²⟩: 0.780
ΔE to the lowest compared entry with this formula, charge and spin in kcal per mole: 0.0
LUMO level (alpha / beta) in eV: -7.6 / -8.5
2S+1: 2
Charge: +2
HOMO energy (alpha / beta) in eV: -14.44 / -14.83

XYZ file:
```
42
Properties=species:S:1:pos:R:3:lowdin_spin:R:1
Pd 0.042 -0.694 0.784 0.013
Cl -0.271 5.377 -3.344 0.127
C -0.138 3.835 -2.699 0.232
C -0.297 3.662 -1.284 0.022
Cl -0.593 5.014 -0.299 -0.001
C -0.211 2.406 -0.755 0.091
Cl -0.398 2.147 0.933 0.027
C 0.055 1.256 -1.585 0.119
O 0.146 0.094 -1.150 0.215
C 0.228 1.473 -3.012 0.132
Cl 0.548 0.118 -3.975 0.055
C 0.126 2.735 -3.550 -0.013
Cl 0.315 2.977 -5.223 -0.016
C 3.092 -1.813 -0.104 -0.001
P 2.201 -0.846 1.115 -0.002
C 1.355 -1.817 2.331 -0.001
C 1.335 -3.231 2.365 0.000
C 0.469 -3.874 3.211 0.000
C -0.427 -3.143 4.009 0.000
C -0.448 -1.769 3.973 0.000
C 0.446 -1.084 3.139 0.000
C 3.241 0.440 1.757 0.000
C 3.803 1.340 0.846 0.000
C 4.628 2.352 1.304 0.000
C 4.887 2.472 2.664 0.000
C 4.327 1.582 3.569 0.000
C 3.501 0.563 3.123 0.000
H 3.968 -2.265 0.365 0.000
H 3.430 -1.151 -0.902 0.000
H 2.446 -2.576 -0.535 0.000
H 2.013 -3.801 1.742 0.000
H 0.475 -4.954 3.271 0.000
H -1.098 -3.673 4.671 0.000
H -1.121 -1.213 4.611 0.000
H 0.526 -0.003 3.208 0.000
H 3.604 1.252 -0.217 0.000
H 5.074 3.045 0.603 0.000
H 5.537 3.260 3.018 0.000
H 4.545 1.673 4.624 0.000
H 3.088 -0.144 3.832 0.000
S -3.082 -2.515 0.486 -0.001
C -1.807 -1.747 0.675 0.003
```

=====

Formula: C2H2O2Pd
Source: the OMol25 dataset
Level of theory: wB97M-V/def2-TZVPD

Calculated total energy in eV: -9666.308
⟨S²⟩: 3.758
ΔE to the lowest compared entry with this formula, charge and spin in kcal per mole: 0.0
LUMO level (alpha / beta) in eV: -5.1 / -8.5
2S+1: 4
Charge: +1
HOMO energy (alpha / beta) in eV: -14.71 / -16.79

XYZ file:
```
7
Properties=species:S:1:pos:R:3:lowdin_spin:R:1
O 0.330 1.361 0.632 0.486
C -0.560 0.499 0.319 0.334
C -0.154 -0.699 -0.337 0.314
O 1.070 -0.822 -0.692 0.475
Pd 1.708 0.683 -0.155 1.355
H -0.897 -1.434 -0.671 0.018
H -1.497 0.412 0.904 0.019
```

=====

Formula: C29H49Cl2N8O
Source: the OMol25 dataset
Level of theory: wB97M-V/def2-TZVPD

Calculated total energy in eV: -69866.899
LUMO level in eV: -2.4
2S+1: 1
Charge: +1
HOMO energy in eV: -9.81

XYZ file:
```
89
Properties=species:S:1:pos:R:3:mulliken_charge:R:1
C -5.038 -2.672 3.976 -0.837
C -5.866 -2.960 2.633 -0.216
N -5.482 -2.106 1.452 0.133
C -4.105 -1.578 1.549 -0.643
C -3.958 -0.007 1.794 -0.013
N -5.108 0.911 1.911 0.136
C -5.967 0.931 0.687 -0.836
C -5.874 0.713 3.154 0.488
C -7.393 0.217 3.143 -0.917
O -5.348 0.978 4.279 -0.573
C -2.549 0.605 1.889 -0.642
C -1.200 -0.229 1.766 0.651
N 0.021 0.515 1.914 -0.487
C 1.105 -0.401 1.779 0.374
C 2.592 0.232 1.959 -0.033
Cl 3.792 -0.935 2.709 -0.157
C 3.194 0.848 0.602 0.042
C 4.166 2.085 1.034 -0.779
Cl 1.935 1.555 -0.540 -0.194
C 1.031 -1.922 1.475 -0.643
N -0.212 -2.608 1.331 -0.270
C -1.351 -1.749 1.502 0.022
C -2.798 -2.389 1.407 -0.176
C -2.931 -3.975 1.111 0.175
C -2.189 -4.897 2.198 -0.359
C -2.749 -6.411 2.005 -0.742
C -2.537 -6.985 0.510 -0.434
N -3.831 -7.507 -0.076 -0.456
C -4.368 -6.601 -1.124 0.381
N -3.746 -6.275 -2.244 -0.624
N -5.720 -6.009 -0.887 -0.609
H -3.930 -2.979 3.925 0.139
H -5.502 -3.352 4.794 0.364
H -5.154 -1.599 4.380 0.188
H -5.860 -4.090 2.420 0.235
H -6.971 -2.694 2.869 0.351
H -5.458 -2.769 0.649 0.459
H -5.284 1.019 -0.225 0.302
H -6.615 0.001 0.536 0.263
H -6.699 1.823 0.784 0.301
H -8.048 1.151 2.933 0.356
H -7.756 -0.217 4.135 0.271
H -7.637 -0.547 2.322 0.224
H -2.473 1.738 2.069 0.362
H 2.451 1.086 2.727 0.365
H 3.771 0.043 0.006 0.320
H 3.659 2.722 1.851 0.343
H 4.417 2.740 0.116 -0.111
H 5.132 1.674 1.524 0.342
H 1.992 -2.546 1.383 0.306
H -2.482 -4.136 0.054 0.411
H -4.037 -4.304 1.009 -0.596
H -1.056 -4.948 2.078 0.329
H -2.525 -4.545 3.238 0.190
H -3.892 -6.360 2.167 0.232
H -2.306 -7.137 2.787 0.381
H -1.831 -7.886 0.597 0.381
H -2.055 -6.232 -0.201 0.277
H -3.591 -8.401 -0.530 0.305
H -2.844 -6.799 -2.238 0.299
H -5.556 -4.996 -0.813 0.283
H -6.061 -6.420 -0.007 0.351
C 7.713 7.352 -4.381 -1.256
C 7.529 6.920 -2.933 -0.570
C 7.171 5.453 -2.706 -0.422
N 5.761 5.020 -3.143 0.603
C 4.743 6.138 -3.075 -1.332
C 5.782 4.408 -4.554 -0.568
C 6.053 2.937 -4.322 -0.764
C 5.210 2.616 -3.110 -0.326
C 5.271 3.855 -2.234 -0.816
H 6.834 7.153 -4.996 0.310
H 7.902 8.427 -4.421 0.368
H 8.571 6.847 -4.831 0.338
H 6.806 7.575 -2.438 0.341
H 8.479 7.103 -2.417 0.423
H 7.231 5.277 -1.629 0.286
H 7.890 4.788 -3.191 0.349
H 4.996 6.901 -3.809 0.396
H 4.747 6.543 -2.062 0.442
H 3.760 5.729 -3.313 0.507
H 4.798 4.561 -4.999 0.420
H 6.545 4.900 -5.159 0.319
H 7.113 2.763 -4.111 0.277
H 5.781 2.326 -5.186 0.437
H 5.567 1.731 -2.580 0.324
H 4.174 2.423 -3.404 0.286
H 5.968 3.731 -1.403 0.266
H 4.288 4.108 -1.831 0.381
```

=====

Formula: C6H14O
Source: the OMol25 dataset
Level of theory: wB97M-V/def2-TZVPD

Calculated total energy in eV: -8495.168
SMILES: C=CCCCC.O
ΔE to the lowest compared entry with this formula, charge and spin in kcal per mole: 39.8
LUMO level in eV: 1.0
2S+1: 1
HOMO energy in eV: -9.77

XYZ file:
```
21
Properties=species:S:1:pos:R:3:mulliken_charge:R:1
C 2.370 0.731 0.350 -1.090
C 1.835 -0.346 0.924 0.120
C 1.150 -1.423 0.132 -0.704
C -0.408 -1.429 0.236 -0.568
C -1.136 -0.304 -0.492 0.152
C -2.663 -0.193 -0.273 -1.260
H 2.416 0.670 -0.734 0.288
H 2.903 1.499 0.932 0.335
H 1.782 -0.549 1.983 0.305
H 1.557 -2.285 0.670 0.277
H 1.397 -1.384 -0.911 0.397
H -0.708 -1.571 1.288 0.394
H -0.734 -2.350 -0.270 0.296
H -0.689 0.691 -0.415 -0.111
H -0.984 -0.611 -1.532 0.212
H -3.014 0.394 -1.152 0.341
H -3.183 -1.135 -0.478 0.332
H -3.099 0.389 0.540 0.348
O 0.367 3.281 -0.064 -0.674
H 0.500 2.387 0.250 0.287
H 0.340 3.540 -0.986 0.322
```